{
  "formula": "C39H38LuN7S3",
  "method": "the ωB97M-V functional and the def2-TZVPD basis",
  "symbols": ["Lu", "C", "S", "C", "S", "N", "N", "C", "C", "C", "C", "C", "C", "N", "H", "H", "H", "H", "H", "H", "H", "H", "C", "C", "C", "C", "C", "H", "H", "H", "H", "H", "C", "C", "C", "C", "N", "C", "C", "C", "C", "C", "C", "N", "H", "H", "H", "H", "H", "H", "H", "H", "S", "C", "C", "C", "N", "C", "C", "C", "C", "C", "N", "C", "C", "H", "H", "H", "H", "H", "H", "H", "H", "C", "C", "C", "C", "C", "C", "H", "H", "H", "H", "H", "H", "H", "H", "H"],
  "coordinates": [[-0.19130, -0.71559, -0.47509], [-4.46052, -4.67863, 1.00475], [-4.45721, -3.72819, -0.53825], [-3.22578, -2.51138, -0.25046], [-1.64932, -3.01000, 0.55446], [-3.35086, -1.40780, -0.88727], [-2.38868, -0.50095, -0.97915], [-2.78376, 0.68377, -1.56745], [-1.97181, 1.79100, -1.50537], [-2.36979, 3.04491, -2.08176], [-1.61742, 4.15351, -1.87406], [-0.42720, 4.05296, -1.09173], [-0.05729, 2.81752, -0.63453], [-0.75247, 1.68284, -0.82981], [-5.12336, -5.52256, 0.82732], [-4.83297, -4.07367, 1.82916], [-3.45595, -5.03344, 1.22090], [-3.77486, 0.74689, -1.99923], [-3.28480, 3.07958, -2.65932], [-1.91488, 5.10726, -2.29237], [0.17477, 4.92561, -0.88044], [0.87268, 2.71399, -0.07690], [1.13981, -3.57415, -1.33776], [1.25405, -2.31847, -1.97052], [0.01207, -2.06903, -2.64903], [-0.81931, -3.18674, -2.41550], [-0.12211, -4.10372, -1.62294], [1.91319, -4.08351, -0.77755], [2.19359, -1.83751, -2.20477], [-0.12119, -1.36612, -3.46137], [-1.81192, -3.32370, -2.82011], [-0.49576, -5.05460, -1.27454], [-2.42061, 1.67471, 2.76523], [-1.35869, 2.37798, 3.32637], [-0.07402, 1.93435, 3.10273], [0.14599, 0.80654, 2.30846], [-0.88888, 0.17904, 1.70278], [-2.12690, 0.59929, 1.95284], [1.46080, 0.19243, 2.12811], [2.58202, 0.57932, 2.86938], [3.76586, -0.11299, 2.75016], [3.81755, -1.20963, 1.89264], [2.68774, -1.51331, 1.16430], [1.54112, -0.83221, 1.23910], [-3.44469, 1.97165, 2.93596], [-1.53762, 3.25811, 3.92908], [0.75822, 2.47444, 3.53113], [-2.92358, 0.04562, 1.47000], [2.51145, 1.41408, 3.55056], [4.63398, 0.18153, 3.32444], [4.71370, -1.80382, 1.79044], [2.69160, -2.34089, 0.46566], [4.81560, 1.77681, -4.91301], [3.60835, 1.37378, -3.67036], [2.25072, 1.36242, -3.97186], [1.35275, 1.01644, -2.98314], [1.71555, 0.65773, -1.74778], [3.01728, 0.69920, -1.46269], [3.99410, 1.04992, -2.37662], [4.15464, 3.38773, -5.34847], [3.50081, 3.60740, -6.54908], [2.96454, 4.87051, -6.77182], [3.05394, 5.87022, -5.90376], [3.70453, 5.65037, -4.76520], [4.27547, 4.42958, -4.43942], [1.89739, 1.62568, -4.95871], [0.28645, 1.03012, -3.18296], [3.29178, 0.44282, -0.44571], [5.03536, 1.07582, -2.08591], [3.40869, 2.82313, -7.28787], [2.42793, 5.08681, -7.68919], [3.77191, 6.49045, -4.08275], [4.79810, 4.28539, -3.50373], [-1.45545, -3.79899, 5.47840], [-2.38734, -2.74930, 4.85124], [-3.84569, -3.06762, 5.20367], [-2.00912, -1.34761, 5.34923], [-2.21305, -2.80151, 3.39455], [-2.01782, -2.80369, 2.20529], [-1.54728, -3.78487, 6.56637], [-0.41889, -3.59392, 5.20859], [-1.70873, -4.79612, 5.11750], [-3.97149, -3.08618, 6.28786], [-4.13032, -4.04181, 4.80469], [-4.51536, -2.31641, 4.78352], [-2.12381, -1.28484, 6.43353], [-2.64379, -0.59152, 4.88476], [-0.97244, -1.12426, 5.09219]],
  "lowdin_charge": [1.612, -0.420, 0.822, -0.908, 0.877, -0.095, -0.247, -0.173, -0.344, -0.070, -0.118, -0.127, -0.231, -0.076, 0.027, 0.027, 0.013, 0.096, 0.103, 0.092, 0.075, 0.090, -0.184, -0.296, -0.283, -0.184, -0.229, 0.085, 0.083, 0.090, 0.101, 0.090, -0.026, -0.038, -0.008, -0.231, 0.015, -0.121, -0.200, 0.000, -0.042, -0.045, -0.128, 0.019, 0.114, 0.114, 0.107, 0.112, 0.107, 0.115, 0.112, 0.096, 0.992, -0.511, -0.038, -0.121, -0.012, -0.131, -0.065, -0.526, -0.083, -0.138, 0.063, -0.135, -0.078, 0.116, 0.116, 0.094, 0.107, 0.107, 0.108, 0.108, 0.108, -0.049, -0.618, -0.047, -0.048, -0.059, -0.388, 0.085, 0.085, 0.088, 0.085, 0.085, 0.087, 0.086, 0.076, 0.082],
  "homo_lumo_gap_ev": [3.50, 3.50],
  "homo_ev": [-4.58, -4.58],
  "de_lowest_kcal_mol": 40.84
}

{
  "formula": "C39H39BBrF14N3OSrTe",
  "method": "the ωB97M-V functional and the def2-TZVPD basis",
  "symbols": ["Sr", "C", "N", "C", "C", "N", "C", "C", "F", "C", "F", "C", "F", "C", "F", "C", "F", "C", "C", "N", "C", "C", "F", "C", "F", "C", "F", "C", "F", "C", "F", "H", "H", "H", "H", "H", "H", "H", "H", "H", "H", "H", "C", "C", "C", "C", "C", "C", "C", "Br", "C", "O", "C", "C", "C", "C", "C", "C", "H", "H", "H", "H", "H", "H", "H", "H", "H", "H", "H", "H", "H", "H", "H", "H", "H", "H", "H", "H", "C", "Te", "C", "C", "C", "C", "C", "C", "C", "H", "H", "H", "H", "H", "H", "H", "H", "F", "B", "F", "F", "F"],
  "coordinates": [[-1.30415, -0.09595, -0.74601], [-3.21750, 2.29201, -1.72166], [-3.41542, 1.23454, -0.73627], [-4.66092, 0.52834, -0.99892], [-4.81785, -0.78213, -0.24621], [-3.59754, -1.54905, -0.32354], [-3.58196, -2.73588, 0.26293], [-4.57935, -3.41002, 1.02304], [-5.80145, -2.84518, 1.24025], [-4.39746, -4.65611, 1.59575], [-5.40747, -5.20289, 2.30258], [-3.21349, -5.34978, 1.46631], [-3.03522, -6.56426, 2.03489], [-2.20306, -4.74636, 0.72626], [-1.03583, -5.39392, 0.56103], [-2.38907, -3.51432, 0.16041], [-1.36180, -2.99964, -0.56489], [-3.16493, 1.72828, 0.65110], [-2.88135, 0.74003, 1.83346], [-1.65853, -0.05575, 1.72097], [-1.27169, -0.84146, 2.71493], [-0.10150, -1.63244, 2.51206], [0.50650, -1.56223, 1.30538], [0.44964, -2.45278, 3.46110], [1.56744, -3.15202, 3.18676], [-0.13120, -2.57595, 4.71825], [0.41482, -3.37831, 5.66286], [-1.27613, -1.84893, 4.96607], [-1.86822, -1.94600, 6.17343], [-1.82960, -1.01937, 4.00886], [-2.96474, -0.36311, 4.37046], [-3.97475, 3.08401, -1.59422], [-3.30688, 1.86267, -2.72029], [-2.22181, 2.71311, -1.60743], [-4.66145, 0.31316, -2.07016], [-5.51393, 1.19998, -0.78740], [-5.67511, -1.29386, -0.71101], [-5.13298, -0.56884, 0.78344], [-4.02916, 2.34151, 0.95265], [-2.28978, 2.37387, 0.57464], [-3.76379, 0.11809, 2.00114], [-2.80893, 1.41060, 2.70073], [6.24310, 3.30462, -0.91408], [5.17272, 4.37496, -0.70064], [5.28839, 5.40289, -1.83446], [5.46720, 5.07493, 0.63377], [3.76734, 3.78172, -0.68582], [3.49366, 2.44733, -0.94033], [2.19523, 1.98419, -0.92856], [1.94806, 0.13925, -1.29159], [1.03614, 2.77393, -0.66388], [-0.13803, 2.24676, -0.66244], [1.34039, 4.16001, -0.40816], [2.66307, 4.58636, -0.43287], [0.32348, 5.27324, -0.09219], [0.42116, 6.37249, -1.16403], [-1.13723, 4.84245, -0.03885], [0.64722, 5.88603, 1.28206], [7.23632, 3.75989, -0.87618], [6.13723, 2.81676, -1.88465], [6.19605, 2.53270, -0.14396], [6.29192, 5.83960, -1.86348], [4.56892, 6.21281, -1.70196], [5.08478, 4.93647, -2.79978], [6.47647, 5.49817, 0.63023], [5.39014, 4.37052, 1.46376], [4.76327, 5.88639, 0.82294], [4.28729, 1.74353, -1.15016], [2.84609, 5.63763, -0.23793], [0.21296, 5.95923, -2.15248], [1.40934, 6.83346, -1.19638], [-0.31163, 7.15938, -0.95983], [-1.47895, 4.46153, -0.99663], [-1.74589, 5.71473, 0.22302], [-1.29776, 4.06859, 0.70443], [1.65532, 6.30008, 1.32437], [0.56536, 5.12816, 2.06326], [-0.05869, 6.69036, 1.51091], [2.01039, -4.68993, 0.22707], [1.96657, -3.52333, -1.55645], [0.88198, -5.16772, -2.36771], [1.19077, -6.33920, -1.46818], [0.90442, -7.64317, -1.85788], [1.17243, -8.71213, -1.01743], [1.72606, -8.47977, 0.23399], [2.00523, -7.18234, 0.63167], [1.74665, -6.10613, -0.21056], [1.23888, -4.34501, 0.91208], [2.97838, -4.58962, 0.71374], [1.20994, -5.35067, -3.38878], [-0.18477, -4.94659, -2.37113], [0.46389, -7.82027, -2.83257], [0.94654, -9.72247, -1.33582], [1.93386, -9.30781, 0.90067], [2.42276, -6.99677, 1.61458], [-0.93702, -0.99868, -3.00696], [-1.19164, -0.52795, -4.35740], [-2.54453, -0.15946, -4.41055], [-0.91148, -1.57039, -5.23256], [-0.38211, 0.57465, -4.60105]],
  "lowdin_charge": [1.443, -0.092, -0.358, -0.200, -0.265, -0.028, -0.221, -0.131, 0.041, -0.168, 0.082, -0.169, 0.068, -0.153, 0.106, -0.146, 0.010, -0.174, -0.232, -0.110, -0.226, -0.154, 0.022, -0.160, 0.088, -0.171, 0.064, -0.168, 0.083, -0.135, 0.051, 0.094, 0.090, 0.049, 0.118, 0.120, 0.115, 0.094, 0.122, 0.072, 0.091, 0.111, -0.077, -0.563, -0.056, -0.059, -0.201, -0.108, -0.547, 0.765, -0.403, -0.241, -0.079, -0.028, -0.531, -0.057, -0.066, -0.057, 0.076, 0.083, 0.085, 0.075, 0.073, 0.088, 0.074, 0.088, 0.070, 0.084, 0.088, 0.091, 0.067, 0.076, 0.070, 0.083, 0.072, 0.066, 0.091, 0.076, -0.448, 1.261, -0.441, -0.299, -0.051, -0.105, -0.103, -0.046, -0.303, 0.036, 0.054, 0.048, 0.059, 0.109, 0.091, 0.092, 0.112, -0.077, -1.254, 0.094, 0.113, 0.115],
  "homo_lumo_gap_ev": 5.79,
  "total_charge": -2,
  "homo_ev": -2.01,
  "de_lowest_kcal_mol": 18.65
}

no.,electronic energy (eV)
1,-117615.4282
2,-164496.8460